1.
ORCA calculation (ωB97M-V with the def2-TZVPD basis set) on a structure of composition C8H15FO3Tm in a non-equilibrium geometry.

```
28
Properties=species:S:1:pos:R:3
C 2.903 -0.912 0.810
C 3.045 -0.656 -0.815
O 2.586 0.677 -1.246
C 1.135 0.618 -1.603
C 0.287 1.922 -1.035
O 0.206 1.995 0.432
C -0.806 1.064 0.977
O -0.358 0.222 1.950
C -2.368 0.949 0.497
C -3.017 -0.552 0.577
C -2.045 -1.765 0.058
F -2.629 -2.351 -1.206
H 3.512 -1.896 1.040
H 1.801 -1.079 1.177
H 3.449 -0.046 1.401
H 4.191 -0.743 -1.119
H 2.510 -1.551 -1.395
H 1.006 0.474 -2.772
H 0.710 -0.349 -1.099
H -0.743 2.013 -1.593
H 0.919 2.876 -1.377
H -2.997 1.624 1.255
H -2.582 1.432 -0.574
H -3.959 -0.547 -0.157
H -3.472 -0.831 1.641
H -2.069 -2.614 0.896
H -0.954 -1.449 -0.221
Tm -0.259 1.476 3.501
```

Values from the calculation:
Multiplicity: 3
Total energy: -46889.6774 eV
Total charge: +3
<S²>: 2.01
Orbital gap (alpha / beta): 7.739 / 5.822 eV
Molar mass: 347.1 g mol⁻¹

For each atom in turn, the Mulliken charge in e is: C -0.623; C -0.273; O -0.013; C 0.262; C -0.562; O -0.287; C 0.336; O -0.275; C -0.320; C -0.633; C 0.166; F -0.303; H 0.401; H 0.111; H 0.282; H 0.394; H 0.352; H 0.393; H -0.110; H 0.290; H 0.406; H 0.319; H 0.389; H 0.363; H 0.332; H 0.251; H -0.196; Tm 1.546

2.
ORCA calculation (ωB97M-V with the def2-TZVPD basis set) on a cluster of 2 separate species, C4H12O in total in a non-equilibrium geometry.

```
17
Properties=species:S:1:pos:R:3
C -1.241 0.008 1.620
C -0.413 0.287 0.394
C -1.057 -0.338 -0.828
C -0.134 -0.141 -1.993
H -0.884 -1.032 2.165
H -2.376 -0.218 1.331
H -1.238 0.881 2.404
H 0.490 -0.283 0.542
H -0.196 1.401 0.323
H -1.952 0.247 -0.908
H -1.269 -1.371 -0.745
H 0.228 0.930 -2.082
H -0.705 -0.263 -3.039
H 0.764 -0.878 -1.993
H 2.580 -0.469 0.024
H 2.941 0.120 1.474
O 2.335 0.255 0.669
```

Values from the calculation:
Multiplicity: 1
Total energy: -6388.6044 eV
Energy above the lowest of the compared OMol25 structures with the same formula, charge and spin: 146.3 kJ/mol
Orbital gap: 10.790 eV
SMILES: CCCC.O
Molar mass: 76.1 g mol⁻¹

For each atom in turn, the Mulliken charge in e is: C -1.057; C 0.000; C -0.457; C -1.038; H 0.232; H 0.242; H 0.271; H 0.093; H 0.279; H 0.365; H 0.315; H 0.275; H 0.297; H 0.212; H 0.319; H 0.308; O -0.655

3.
ORCA calculation (ωB97M-V with the def2-TZVPD basis set) on a structure of composition C24H32BrN6O5PPd in a non-equilibrium geometry.

```
70
Properties=species:S:1:pos:R:3
Pd -0.713 -0.015 -0.273
O -5.720 -5.538 -0.380
C -5.962 -4.315 -0.382
O -7.036 -3.689 -0.332
C -4.703 -3.421 -0.455
C -3.439 -3.988 -0.564
C -2.326 -3.168 -0.610
N -2.411 -1.838 -0.550
C -3.623 -1.288 -0.451
C -4.791 -2.033 -0.407
C -3.662 0.218 -0.386
O -4.701 0.831 -0.472
O -2.501 0.860 -0.237
H -3.363 -5.066 -0.607
H -1.325 -3.581 -0.694
H -5.757 -1.556 -0.330
C -0.529 -0.698 5.951
C -0.645 -0.617 4.458
C 0.091 -1.450 3.624
C -0.039 -1.343 2.255
N -0.862 -0.462 1.684
C -1.596 0.342 2.474
C -1.511 0.287 3.849
H 0.385 -1.206 6.252
H -1.374 -1.257 6.359
H -0.548 0.295 6.398
H 0.768 -2.187 4.037
H 0.506 -1.991 1.581
H -2.265 1.022 1.965
H -2.131 0.945 4.444
C 4.671 0.985 1.093
N 3.221 1.149 1.182
C 2.676 0.499 2.369
P 2.300 1.132 -0.200
O 1.435 -0.120 -0.278
N 1.530 2.602 -0.208
C 0.667 2.886 -1.369
C 0.875 3.032 1.034
N 3.285 1.232 -1.504
C 3.762 0.041 -2.195
C 3.987 2.452 -1.885
H 5.127 1.420 1.983
H 5.076 1.498 0.227
H 4.958 -0.072 1.044
H 3.072 0.985 3.263
H 2.936 -0.565 2.404
H 1.596 0.588 2.385
H 1.123 2.509 -2.283
H 0.554 3.968 -1.456
H -0.327 2.451 -1.260
H 1.534 2.871 1.883
H -0.074 2.513 1.195
H 0.667 4.100 0.962
H 3.314 -0.854 -1.770
H 4.849 -0.044 -2.098
H 3.516 0.090 -3.256
H 3.699 3.276 -1.238
H 3.744 2.720 -2.917
H 5.069 2.306 -1.822
Br 1.845 -1.118 -5.361
C 0.374 -0.421 -4.416
C -0.692 0.132 -5.100
C -1.768 0.593 -4.366
C -1.740 0.492 -2.988
N -0.696 -0.040 -2.337
C 0.350 -0.487 -3.034
H -0.682 0.189 -6.180
H -2.634 1.018 -4.853
H -2.562 0.839 -2.385
H 1.148 -0.939 -2.468
```

Values from the calculation:
Multiplicity: 1
Total energy: -127398.0230 eV
Energy above the lowest of the compared OMol25 structures with the same formula, charge and spin: 18.7 kJ/mol
Orbital gap: 6.003 eV
Molar mass: 701.9 g mol⁻¹

For each atom in turn, the Mulliken charge in e is: Pd 0.831; O -0.732; C 0.443; O -0.712; C 0.119; C -0.849; C -0.459; N 0.354; C 1.090; C -0.802; C -0.150; O -0.686; O -0.674; H 0.472; H 0.506; H 0.608; C -1.565; C 1.118; C -0.657; C -0.670; N 0.678; C -0.548; C -1.021; H 0.377; H 0.317; H 0.392; H 0.434; H 0.398; H 0.602; H 0.467; C -1.037; N 0.329; C -0.908; P 0.503; O -0.829; N 0.145; C -0.930; C -0.811; N 0.497; C -0.987; C -1.272; H 0.370; H 0.306; H 0.323; H 0.444; H 0.408; H -0.056; H 0.313; H 0.410; H 0.213; H 0.311; H 0.174; H 0.371; H 0.367; H 0.305; H 0.131; H 0.342; H 0.316; H 0.462; Br -0.162; C -0.546; C -0.134; C -1.106; C -0.265; N 0.433; C -0.438; H 0.466; H 0.480; H 0.522; H 0.860